DFT (ωB97M-V/def2-TZVPD) results for one molecule with the formula C2H6B2O4 in a non-equilibrium geometry.

Values from the calculation:
- Lowest unoccupied orbital energy (alpha / beta): -1.19 / -1.19 eV
- HOMO-LUMO gap (alpha / beta): 0.219 / 0.219 Ha
- Net charge: 0
- HOMO (alpha / beta): -7.1 / -7.1 eV

The geometry in XYZ format:
```
14
Properties=species:S:1:pos:R:3:forces:R:3:mulliken_charge:R:1
H 0.71851 -2.07115 0.79781 -0.07 -0.33 0.07 0.152
H 1.74436 1.80951 -0.63483 0.30 0.18 -0.15 0.307
O -2.02199 -1.50714 0.52348 -1.03 0.33 -0.11 -0.623
H 3.12511 -1.08666 -0.55333 -0.16 -0.21 0.12 0.295
H -3.01166 0.85216 -0.24935 -0.26 0.29 -0.23 0.418
O 1.08364 1.30620 -0.15972 -0.52 0.72 0.03 -0.695
C 0.50928 -1.05014 0.54106 -2.75 3.88 -1.49 -0.550
O 2.76353 -0.20309 -0.55424 0.49 0.36 -0.05 -0.598
H -1.67541 -2.36493 0.77618 0.12 0.11 0.00 0.304
B 1.50509 -0.03372 -0.02419 -0.73 -1.41 0.33 0.348
B -1.02926 -0.55884 0.32903 1.91 -1.30 0.25 0.500
C -1.93256 0.90477 -0.18190 3.49 -0.92 1.16 -0.074
O -1.38697 2.06048 -0.36022 -1.35 -1.37 0.03 -0.399
H -0.39167 1.94256 -0.24978 0.56 -0.31 0.04 0.615
```
Positions in Å, forces in eV/Å.


DFT (ωB97M-V/def2-TZVPD) results for C18H34Cl14IN2O3 as an isolated structure in a non-equilibrium geometry.

Values from the calculation:
- Lowest unoccupied orbital energy: 1.80 eV
- HOMO-LUMO gap: 0.223 Ha
- Net charge: -1
- HOMO: -4.3 eV

The geometry in XYZ format:
```
72
Properties=species:S:1:pos:R:3:forces:R:3:mulliken_charge:R:1
Cl -3.35648 2.24290 -0.84816 -0.03 0.00 -0.08 -0.226
H -2.63961 -6.00131 4.34818 -0.06 0.08 -0.06 0.285
C -1.98941 -4.30702 -1.78632 0.25 -0.14 0.16 0.212
I -1.68232 -1.64220 3.24708 0.46 0.53 -0.59 0.028
Cl -0.73901 -5.30939 -6.12426 -0.01 0.01 0.04 -0.180
N 2.81502 -1.13389 0.79702 -1.06 -0.04 0.59 -0.339
H 0.27344 -7.35352 -6.65907 -0.08 -0.02 0.03 0.335
H 2.49246 -0.78826 -0.10689 0.45 -0.02 0.22 0.307
Cl 5.18739 8.19468 -2.26462 0.12 0.11 -0.12 -0.135
H -4.76781 -4.95408 3.45739 0.02 0.04 0.11 0.139
C -0.92458 3.12648 5.72812 -0.13 0.03 0.03 -0.497
Cl -2.64119 -2.69443 -2.18430 -0.06 0.06 0.02 -0.220
H -1.04518 4.98499 0.04123 0.02 -0.10 0.00 0.212
C 2.32598 4.69285 -1.12213 0.00 -0.02 -0.06 -0.583
H -1.62893 -4.73976 -2.71738 -0.10 0.04 0.02 -0.076
Cl 0.61227 2.30486 5.39183 0.11 -0.04 -0.03 -0.163
H 4.39050 4.64305 -1.76424 -0.03 0.00 0.13 0.325
Cl -1.61605 -7.27561 -3.48872 -0.03 -0.14 -0.08 -0.144
H -2.08946 1.83582 4.42983 0.16 0.04 -0.03 0.147
H -2.02777 -7.87456 -5.73146 0.04 0.11 0.05 0.312
H 6.34509 7.98282 -4.30766 -0.11 -0.04 0.03 0.309
C -3.03732 -5.21073 -1.17332 0.11 -0.03 -0.23 -0.515
H -0.70981 4.18543 5.86673 -0.03 -0.05 -0.11 0.308
Cl -5.99062 -4.92270 5.47642 -0.04 0.03 0.03 -0.210
Cl 2.46696 3.22733 -0.11912 -0.02 0.00 0.03 -0.116
H 1.63011 5.37250 -0.63182 0.09 -0.02 0.01 0.255
C -0.08704 -6.91829 -5.72662 0.11 -0.11 -0.04 -0.493
H -2.63820 -6.21886 -1.06289 0.09 0.09 0.05 0.186
C -3.35549 -5.50083 5.00101 0.03 -0.17 -0.06 -0.496
C -0.50258 -0.52378 1.76182 0.91 0.29 -1.75 -0.212
O 2.77013 -3.81768 2.16038 0.40 1.31 0.57 -0.742
H -1.11796 2.45843 -0.12778 -0.07 0.02 -0.02 0.243
H -3.93321 -5.26479 -1.79101 0.03 0.10 0.06 0.389
H -0.36520 -2.34302 0.61303 0.82 0.46 0.06 0.009
C -4.72984 -5.53979 4.37472 0.12 -0.10 -0.16 -0.235
H 0.76461 -6.78363 -5.06131 -0.12 0.05 0.03 0.328
H 1.61768 -1.48087 2.50222 0.10 -0.38 -0.80 0.362
C -1.78656 4.46723 -0.56863 -0.05 -0.01 0.24 -0.315
H -1.30381 2.72808 6.66952 -0.03 -0.05 -0.08 0.313
C 5.51946 8.60547 -3.96583 0.05 0.12 -0.03 -0.456
Cl -1.49474 3.68580 3.11029 0.17 0.23 0.35 -0.181
Cl 4.34617 6.06627 0.11873 -0.01 -0.05 0.07 -0.214
Cl -2.76661 -3.83642 5.22995 -0.23 -0.35 0.45 -0.200
Cl -1.15924 4.44955 -2.23992 -0.02 0.06 -0.10 -0.211
Cl -3.51939 -4.66642 0.45251 -0.09 0.05 0.11 -0.133
H -2.26746 3.13058 1.03176 -0.02 -0.05 -0.46 -0.146
H -0.73272 -8.82860 -5.00285 0.06 0.07 0.01 0.303
C 0.26071 -1.42786 0.74605 -0.74 -0.62 1.13 0.151
H 3.54994 6.16111 -2.08367 -0.06 -0.04 0.05 0.037
C -1.13255 -7.82045 -5.11352 0.03 -0.13 -0.10 -0.482
O 1.15964 -4.15504 0.69863 0.12 2.44 0.45 -0.703
H 0.38383 -0.95247 -0.25244 -0.12 0.10 0.84 0.404
H 4.50784 8.81972 -5.84116 0.05 -0.05 0.04 0.348
H -2.70478 5.05312 -0.56108 0.03 -0.08 -0.10 0.416
C 1.64437 -1.80468 1.43100 -0.51 -0.64 -0.23 0.191
H 3.70332 -0.30246 2.39667 -0.28 -0.09 -0.36 0.269
C -1.94746 2.89663 4.63629 -0.14 -0.14 0.28 -0.340
C 3.66365 5.35033 -1.36706 -0.16 -0.10 -0.14 -0.021
H 2.42571 0.59339 1.79134 0.20 -0.22 0.23 0.229
H -4.99680 -6.56893 4.13493 0.04 0.02 0.06 0.306
H 1.88832 4.38460 -2.07140 0.07 0.04 0.02 0.268
H -1.13479 -4.17286 -1.11964 -0.07 0.03 0.06 0.186
O -0.44454 0.66520 1.76219 -0.37 -0.36 0.46 -0.389
H 3.44358 8.98208 -4.44151 0.05 -0.10 0.06 0.308
N 3.22325 -0.00022 1.55072 0.33 0.74 -0.30 -0.550
H 5.84607 9.64556 -3.98224 -0.08 -0.02 -0.04 0.316
C 1.87624 -3.36120 1.43495 -0.76 -3.09 -1.03 0.093
C 4.29879 8.43901 -4.84109 0.05 0.18 -0.08 -0.493
H -3.34155 -6.00064 5.96867 -0.07 0.10 -0.02 0.354
H -2.90623 3.31571 4.94344 0.07 0.05 -0.01 0.347
Cl 3.83134 6.72982 -5.02637 -0.03 -0.02 0.03 -0.174
C -2.00962 3.07594 -0.02716 0.08 0.00 0.08 0.061
```
Positions in Å, forces in eV/Å.


DFT (ωB97M-V/def2-TZVPD) results for one molecule with the formula C5H11O in a non-equilibrium geometry.

Values from the calculation:
- Lowest unoccupied orbital energy (alpha / beta): 1.06 / -0.35 eV
- HOMO-LUMO gap (alpha / beta): 0.357 / 0.341 Ha
- Multiplicity: 2
- Net charge: 0
- HOMO (alpha / beta): -8.7 / -9.6 eV

The geometry in XYZ format:
```
17
Properties=species:S:1:pos:R:3:forces:R:3:mulliken_spin:R:1
H -0.97327 2.55958 -0.75991 -0.03 0.22 -0.04 0.000
H -0.22492 -2.31585 2.31891 -0.41 0.47 -0.07 0.017
O -0.12572 -2.61668 -0.60324 -1.92 1.17 -1.50 0.065
C 0.46666 1.15516 0.05283 0.35 0.77 0.69 0.007
H -1.13974 -0.70382 1.96696 -0.72 0.72 0.47 0.029
H 0.06974 -0.27573 -1.48346 -0.29 0.09 0.28 0.002
C -0.22880 -0.08226 -0.43961 -1.16 -1.85 -0.47 0.057
C 0.10125 -1.44642 0.33625 1.20 -0.02 -1.94 -0.024
H 0.64250 3.25097 -0.42581 -0.08 0.27 -0.15 0.000
H 0.36516 2.22730 -1.86208 0.08 0.03 -0.02 0.001
C -0.50772 -1.48577 1.66325 1.38 -1.83 -0.47 0.818
H -0.11321 -3.54537 -0.87891 0.26 0.48 1.63 0.001
H -1.34993 0.13226 -0.42556 1.25 -0.57 -0.06 -0.010
H 1.56840 1.04490 0.03577 -0.45 -0.13 0.10 0.001
C 0.10174 2.39637 -0.81923 0.09 -1.03 0.82 0.003
H 0.16595 1.34240 1.11878 0.36 0.01 -0.81 -0.004
H 1.18189 -1.63707 0.20506 0.08 1.19 1.54 0.038
```
Positions in Å, forces in eV/Å.


DFT (ωB97M-V/def2-TZVPD) results for a 2-piece molecular cluster, C3H4INO2S2 overall in a non-equilibrium geometry.

Values from the calculation:
- Lowest unoccupied orbital energy (alpha / beta): -3.61 / -3.61 eV
- HOMO-LUMO gap (alpha / beta): 0.217 / 0.217 Ha
- Net charge: 0
- HOMO (alpha / beta): -9.5 / -9.5 eV

The geometry in XYZ format:
```
13
Properties=species:S:1:pos:R:3:forces:R:3:mulliken_charge:R:1
O 2.73103 -1.15877 -1.40341 0.25 1.32 0.14 -0.461
C 0.76842 -0.16040 -0.10270 -1.45 1.15 2.88 0.333
C -1.56171 0.30622 1.08760 3.49 -2.73 0.07 -0.566
H -2.13772 -0.00610 1.96010 0.26 0.23 -0.14 0.366
C -1.40230 -0.82714 -0.01807 -0.06 -0.20 0.90 -0.413
N -0.11041 -0.79656 -0.66563 -0.53 -0.35 -2.24 -0.335
O 3.24056 0.64947 0.35834 -1.25 -0.90 -1.91 -0.476
H -1.36259 -1.90486 0.33497 -1.03 1.31 0.14 0.307
S 2.41152 0.05747 -0.69557 0.84 0.75 0.35 0.883
I 1.04184 2.59249 -2.32968 0.90 -1.42 0.80 -0.124
H -1.70870 1.26537 0.73292 -1.54 1.55 -1.04 0.338
S 0.29012 0.59782 1.46287 0.08 -0.03 0.47 -0.121
H -2.20007 -0.61499 -0.72173 0.04 -0.70 -0.43 0.268
```
Positions in Å, forces in eV/Å.


Please write out number 1 again, unchanged.
DFT (ωB97M-V/def2-TZVPD) results for one molecule with the formula C2H6B2O4 in a non-equilibrium geometry.

Values from the calculation:
- Lowest unoccupied orbital energy (alpha / beta): -1.19 / -1.19 eV
- HOMO-LUMO gap (alpha / beta): 0.219 / 0.219 Ha
- Net charge: 0
- HOMO (alpha / beta): -7.1 / -7.1 eV

The geometry in XYZ format:
```
14
Properties=species:S:1:pos:R:3:forces:R:3:mulliken_charge:R:1
H 0.71851 -2.07115 0.79781 -0.07 -0.33 0.07 0.152
H 1.74436 1.80951 -0.63483 0.30 0.18 -0.15 0.307
O -2.02199 -1.50714 0.52348 -1.03 0.33 -0.11 -0.623
H 3.12511 -1.08666 -0.55333 -0.16 -0.21 0.12 0.295
H -3.01166 0.85216 -0.24935 -0.26 0.29 -0.23 0.418
O 1.08364 1.30620 -0.15972 -0.52 0.72 0.03 -0.695
C 0.50928 -1.05014 0.54106 -2.75 3.88 -1.49 -0.550
O 2.76353 -0.20309 -0.55424 0.49 0.36 -0.05 -0.598
H -1.67541 -2.36493 0.77618 0.12 0.11 0.00 0.304
B 1.50509 -0.03372 -0.02419 -0.73 -1.41 0.33 0.348
B -1.02926 -0.55884 0.32903 1.91 -1.30 0.25 0.500
C -1.93256 0.90477 -0.18190 3.49 -0.92 1.16 -0.074
O -1.38697 2.06048 -0.36022 -1.35 -1.37 0.03 -0.399
H -0.39167 1.94256 -0.24978 0.56 -0.31 0.04 0.615
```
Positions in Å, forces in eV/Å.


net charge of number 3 (C5H11O)?
0